A structure of composition C35H56N4ORhSi in a non-equilibrium geometry, computed with wB97M-V/def2-TZVPD.

Element x y z (Å)
Rh 0.1703 0.3076 1.2371
C -1.8969 4.8959 1.2917
C -1.7197 3.5204 0.6114
C -3.0553 3.0816 0.0190
C -1.1629 2.5572 1.6051
H -2.2219 5.6251 0.5545
H -0.9665 5.2443 1.7338
H -2.6477 4.8283 2.0760
H -0.9947 3.6641 -0.2000
H -3.8126 3.0252 0.7977
H -2.9679 2.1096 -0.4552
H -3.3936 3.7955 -0.7290
H -1.8997 2.0295 2.2024
H -0.3179 2.9582 2.1529
C -1.8098 4.7355 -6.2700
C -2.1464 3.3033 -6.0067
C -2.8226 2.9210 -4.8549
C -3.1258 1.5970 -4.5989
C -2.7442 0.6116 -5.5037
N -2.9969 -0.7503 -5.2958
C -3.2270 -1.4679 -4.1637
O -3.7784 -2.5453 -4.1861
N -2.8186 -0.9565 -2.9322
C -1.7568 -0.1667 -2.5488
C -0.7457 0.2916 -3.4024
C 0.2302 1.1309 -2.8817
C 0.2456 1.4137 -1.5325
N -0.6416 0.8705 -0.6855
C -1.6574 0.1700 -1.1958
C -2.0898 0.9860 -6.6774
C -1.7933 2.3101 -6.9196
H -2.1669 5.3745 -5.4662
H -2.2596 5.0688 -7.2039
H -0.7316 4.8619 -6.3632
H -3.1284 3.6712 -4.1420
H -3.6735 1.3360 -3.7081
H -3.1972 -1.2876 -6.1298
H -3.2748 -1.4548 -2.1766
H -0.7015 -0.0101 -4.4344
H 0.9912 1.5364 -3.5285
H 0.9749 2.0877 -1.1066
H -2.4299 -0.1477 -0.5056
H -1.8066 0.2263 -7.3892
H -1.2775 2.5772 -7.8285
C 0.4111 -2.4593 -1.6164
C 0.1891 -2.9486 -0.1825
C -1.2828 -2.7521 0.2138
C 0.4989 -4.4435 -0.2122
Si 1.3082 -1.8661 1.1058
C 1.4330 -2.9123 2.8279
C 1.9895 -2.0753 3.9774
C 2.3543 -4.1125 2.6431
C 0.0365 -3.3640 3.2441
C 3.1209 -1.4024 0.3846
C 3.7674 -2.5353 -0.4071
C 4.0719 -0.9903 1.5065
C 2.9615 -0.1782 -0.5180
H -0.3922 -2.8138 -2.2632
H 1.3354 -2.8645 -2.0161
H 0.4552 -1.3802 -1.6878
H -1.9270 -2.8151 -0.6620
H -1.4446 -1.7828 0.7023
H -1.6070 -3.5243 0.9040
H -0.1077 -4.9143 -0.9874
H 0.2697 -4.9436 0.7231
H 1.5432 -4.6153 -0.4590
H 2.9182 -1.5790 3.7216
H 2.1918 -2.7312 4.8264
H 1.2673 -1.3330 4.2960
H 3.3863 -3.7906 2.5412
H 2.0956 -4.7199 1.7853
H 2.2909 -4.7473 3.5276
H -0.6588 -2.5258 3.2381
H 0.0697 -3.7654 4.2567
H -0.3478 -4.1430 2.5958
H 3.8291 -3.4491 0.1754
H 4.7817 -2.2523 -0.6894
H 3.2212 -2.7415 -1.3207
H 4.3310 -1.8248 2.1499
H 3.6361 -0.1937 2.1056
H 4.9993 -0.6145 1.0733
H 2.3568 -0.3991 -1.3928
H 3.9371 0.1657 -0.8593
H 2.4826 0.6376 0.0463
C 1.8632 1.2413 7.4369
C 1.3964 1.1538 6.0253
C 0.1324 0.6760 5.6881
C -0.2403 0.5941 4.3608
N 0.5614 0.9602 3.3572
C 1.7651 1.4494 3.6711
C 2.2172 1.5548 4.9692
H 1.1168 0.8537 8.1238
H 2.0776 2.2756 7.7020
H 2.7866 0.6773 7.5598
H -0.5596 0.3697 6.4573
H -1.2200 0.2199 4.0848
H 2.3807 1.7795 2.8411
H 3.1969 1.9586 5.1661

As for the spin multiplicity: 5. For the molecular weight, the calculation gives 679.85 g/mol. As for the LUMO energy (alpha / beta): -0.0897 / -0.1486 Ha. For the calculated total energy, the calculation gives -56089.7255 eV. The max |F| is 1.82 eV/A. The energy relative to the best compared isomer or geometry (same formula, charge and spin) comes out at 36.4 kcal/mol. The total charge is +1. The HOMO energy (alpha / beta) is -9.427 / -10.651 eV. For the gap between HOMO and LUMO (alpha / beta), the calculation gives 7.0 / 6.6 eV.

---

The ion C6H10N3O with charge +1 in a non-equilibrium geometry, computed with wB97M-V/def2-TZVPD.

Element x y z (Å)
C -1.2369 1.5679 -0.0502
C -1.9071 -1.0098 -0.0205
C 0.1760 2.1424 -0.2063
C -0.8555 -2.1334 -0.1171
C 0.9283 0.9794 0.3935
C 0.4895 -1.5241 0.1141
N -2.3208 2.1194 0.0998
N -1.0972 0.1331 -0.3790
N 0.3203 -0.1005 -0.4422
O -3.0886 -0.9716 0.2131
H 0.2293 2.3871 -1.2227
H 0.1222 3.0616 0.3579
H -1.2066 -2.9053 0.5786
H -1.0591 -2.3798 -1.0948
H 1.9601 1.1602 0.2145
H 0.7529 0.9145 1.4085
H 0.6224 -1.4962 1.1255
H 1.3508 -2.1452 -0.2734
H -3.2571 1.8029 0.0158
H 0.4819 0.1161 -1.4615

As for the spin multiplicity: 1. For the molecular weight, the calculation gives 140.17 g/mol. As for the LUMO energy: -0.1253 Ha. For the calculated total energy, the calculation gives -12892.7470 eV. The max |F| is 4.24 eV/A. The energy relative to the best compared isomer or geometry (same formula, charge and spin) comes out at 89.8 kcal/mol. The total charge is +1. Its SMILES is [H]/N=C1/CC[N@H+]2CCC(=O)N12. The HOMO energy is -13.718 eV. For the gap between HOMO and LUMO, the calculation gives 10.3 eV.

---

An isolated molecule of C3H4S2 in a non-equilibrium geometry, computed with wB97M-V/def2-TZVPD.

Element x y z (Å)
C 1.5025 0.9808 0.0999
C -0.9187 -1.4852 -0.3938
C 0.3255 -1.2277 -1.0939
S 1.6936 -0.3121 -0.9612
S -0.0720 -2.9538 -1.2098
H 2.1468 1.7049 -0.1236
H 0.6665 1.0399 0.7401
H -1.1243 -1.2717 0.5477
H -1.7477 -1.0885 -1.0242

As for the spin multiplicity: 1. For the molecular weight, the calculation gives 104.20 g/mol. As for the LUMO energy (alpha / beta): 0.0005 / 0.0007 Ha. For the calculated total energy, the calculation gives -24842.0666 eV. The max |F| is 6.07 eV/A. The energy relative to the best compared isomer or geometry (same formula, charge and spin) comes out at 82.4 kcal/mol. The HOMO energy (alpha / beta) is -7.513 / -7.342 eV. For the gap between HOMO and LUMO (alpha / beta), the calculation gives 7.5 / 7.4 eV.

---

A structure of composition C42H33Br4Cl4IMg3O17S3 in a non-equilibrium geometry, computed with wB97M-V/def2-TZVPD.

Element x y z (Å)
C 0.0250 5.0766 2.9032
C -1.1573 4.3660 2.4453
C -1.4676 3.9441 0.9645
C -0.4163 3.5707 -0.1313
S 1.3965 3.5643 0.2550
C 1.9349 1.8205 -0.0868
C 1.4982 0.7560 1.0280
O 0.9348 1.0409 2.1173
O 1.7435 -0.6225 0.7396
C 2.2123 -1.3577 1.9079
C 3.6134 -0.8426 2.5138
C 4.6457 -0.2654 1.4242
O 3.3378 0.0613 3.6252
C 3.5507 -0.5649 4.8897
O 4.6936 -0.9457 5.2949
C 2.3361 -0.7872 5.9367
S 1.3979 -2.3846 5.5760
C -0.8884 3.1844 -1.5564
C -2.4202 3.1100 -1.9926
C -3.4716 3.4599 -0.9072
C -3.0022 3.8787 0.5579
C -4.1513 4.1978 1.6259
O -4.1175 5.2119 2.4673
C -5.4122 3.1888 1.5618
C -6.0547 2.6574 2.8750
C -7.2492 1.6504 2.7312
C -7.8884 1.0565 4.0637
C -9.0026 1.9761 4.7536
O -9.0920 1.8827 6.0489
I -10.2644 3.2267 3.5166
C -7.7424 1.2879 1.2967
C -8.9865 0.2595 1.1368
O -10.1837 0.6797 1.0443
O -8.6090 -1.0894 1.1236
C -7.1057 1.8201 -0.0309
C -5.8922 2.7785 0.1043
C -5.0698 3.3977 -1.1445
O -5.6312 3.8052 -2.1897
H -0.0745 6.2256 3.0171
H 0.9860 4.4964 3.1425
H -1.9794 4.1168 3.2264
H 3.0816 1.7215 -0.2214
H 1.4658 1.4602 -1.0829
H 1.4104 -1.4012 2.7233
H 2.4016 -2.4427 1.5434
H 4.1240 -1.7766 2.9752
H 4.7588 0.8878 1.4594
H 5.6702 -0.7900 1.5421
H 4.3011 -0.4988 0.3432
H 1.5739 0.0757 5.8880
H 2.6953 -0.8310 7.0264
H 0.1954 -1.9934 4.9968
H -0.1104 2.8966 -2.3599
H -2.7332 2.7948 -3.0656
H -5.6176 3.0321 3.8632
H -7.0278 0.9610 4.8426
H -8.2396 -0.0288 3.8676
H -7.4641 1.5586 -1.0843
O 1.5763 -0.1197 -2.4956
H 1.9087 -0.6037 -3.2695
H 1.6594 -0.7530 -1.7628
Mg -9.8729 -0.2206 6.1161
O 3.4474 7.3978 -0.8258
S 2.0261 7.3292 -1.1926
O 1.8035 6.1646 -2.0616
O 1.6496 8.5578 -1.9047
O 1.2068 7.1960 0.0211
Mg 2.9274 -2.0152 -3.2149
Br -5.5475 6.4156 2.2776
C -13.8018 0.2778 8.7039
Cl -12.2915 1.0687 8.1778
Cl -14.8554 0.0246 7.2974
Cl -13.4187 -1.2880 9.4494
Cl -14.6246 1.3133 9.8848
C -6.0289 1.9493 -5.6527
Br -7.3586 0.5940 -5.2554
Br -4.2333 1.2100 -5.6838
Br -6.4405 2.9088 -7.2864
H -6.0601 2.6747 -4.8401
C 11.7716 -5.1654 -2.0465
C 12.3190 -6.0137 -3.0068
C 11.5584 -6.4090 -4.1022
C 10.2419 -5.9659 -4.2342
C 9.6859 -5.1361 -3.2599
C 10.4577 -4.7271 -2.1708
C 8.2756 -4.6992 -3.3626
O 7.7885 -3.9701 -2.5130
C 7.4614 -5.1667 -4.5069
C 6.1147 -4.8098 -4.5865
C 5.3441 -5.2330 -5.6648
C 5.9181 -6.0061 -6.6718
C 7.2585 -6.3684 -6.5932
C 8.0302 -5.9569 -5.5047
C 9.4464 -6.3774 -5.4123
O 9.9483 -7.0572 -6.2904
H 12.3689 -4.8501 -1.1968
H 13.3405 -6.3654 -2.9024
H 11.9923 -7.0659 -4.8497
H 10.0353 -4.0707 -1.4164
H 5.6613 -4.2046 -3.8065
H 4.2951 -4.9584 -5.7219
H 5.3186 -6.3302 -7.5167
H 7.6990 -6.9749 -7.3785
Mg -6.1792 0.1483 6.1406
O -2.1463 -1.7542 -6.5911
H -2.5897 -0.8965 -6.6059
H -2.5491 -2.2125 -5.8429

As for the spin multiplicity: 1. For the molecular weight, the calculation gives 1567.16 g/mol. As for the LUMO energy: -0.3380 Ha. For the calculated total energy, the calculation gives -466049.8211 eV. The max |F| is 6.74 eV/A. The total charge is +2. The HOMO energy is -10.502 eV. For the gap between HOMO and LUMO, the calculation gives 1.3 eV.

---

A cluster of 2 separate species, C14H13BCl3N4O3 in total in a non-equilibrium geometry, computed with wB97M-V/def2-TZVPD.

Element x y z (Å)
Cl 0.6870 -0.6599 3.9269
B -0.5291 -1.2297 2.6423
Cl -1.5873 -2.5887 3.3186
Cl -1.5953 0.1865 2.1155
O 0.2054 -1.7288 1.4909
C -0.5616 -2.1071 0.4677
C 0.0047 -2.5987 -0.7149
C -0.7524 -3.0396 -1.8257
C -0.1133 -3.5161 -2.9420
C 1.2734 -3.5641 -2.9936
C 2.0309 -3.1303 -1.9161
C 1.4093 -2.6558 -0.7925
H -1.6307 -2.0180 0.5876
H -1.8278 -2.9932 -1.7904
H -0.6856 -3.8551 -3.7901
H 1.7700 -3.9366 -3.8727
H 3.1053 -3.1640 -1.9585
H 1.9747 -2.3116 0.0566
C -1.4714 2.2179 -4.6539
N -0.7067 2.4131 -3.4492
C -0.1191 3.6694 -3.2500
O -0.2518 4.5471 -4.0817
N 0.6221 3.8969 -2.0819
C 1.2204 5.1989 -1.8948
C 0.7608 2.8852 -1.1467
C 0.1771 1.6233 -1.3593
C -0.5896 1.3464 -2.5519
O -1.1043 0.2631 -2.7752
N 0.4626 0.8503 -0.3064
C 1.1856 1.6280 0.5093
N 1.3945 2.8563 0.0459
H -1.8767 1.2074 -4.6743
H -2.2854 2.9394 -4.6874
H -0.8301 2.3735 -5.5190
H 1.7614 5.2356 -0.9514
H 1.9051 5.4020 -2.7166
H 0.4405 5.9584 -1.8985
H 1.5486 1.2862 1.4733

As for the spin multiplicity: 1. For the molecular weight, the calculation gives 402.45 g/mol. As for the LUMO energy: 0.0232 Ha. For the calculated total energy, the calculation gives -65082.2965 eV. The max |F| is 4.54 eV/A. The total charge is -1. The HOMO energy is -3.819 eV. For the gap between HOMO and LUMO, the calculation gives 4.5 eV.